64
Properties=species:S:1:pos:R:3:forces:R:3 method="wB97M-V/def2-TZVPD" e_homo_ev=-10.9 max_force_ha_per_bohr=0.226 lumo_ev=-8.08
In -1.0375 -1.6727 -1.3355 1.006 1.426 0.912
S -0.8866 0.9874 -4.3269 -9.017 6.921 -2.494
S 3.0366 -2.7766 -1.0809 2.889 5.522 -0.388
S 1.7817 -4.6454 -0.4691 -4.237 -9.192 2.171
S 1.1551 -0.0015 -4.6459 8.117 -2.101 -1.497
S -3.4539 0.1082 1.3426 2.943 0.665 3.204
S -4.9271 -0.2569 -0.5806 -7.367 0.812 -3.268
S 0.0778 2.4383 -0.6193 -0.263 3.542 -1.516
S 1.2638 -0.8566 2.2421 -0.431 -1.947 2.099
F 2.2437 -0.5283 -3.5770 -1.043 0.560 -0.148
F -4.1783 -0.8511 -3.1524 -0.296 -0.032 0.339
F -3.4508 2.6350 0.2138 0.854 -0.667 1.279
F -4.7731 1.2366 -2.7182 -0.129 -1.247 -0.153
F -6.2641 -0.3028 -2.9968 -0.242 -0.415 0.344
F 0.2656 -5.2139 -0.6027 -0.626 0.302 0.307
F -1.8493 2.3388 1.7801 -0.749 -0.773 -1.194
F 2.8266 -1.1605 -1.1522 -0.989 -1.052 -0.144
F -3.8412 2.6096 2.3468 -1.028 -0.259 0.253
F -2.2759 0.8328 -3.4931 0.891 0.091 -0.092
O 0.3912 -1.0595 1.0986 -0.171 0.358 -0.755
O 1.2666 -1.1023 -5.6098 -1.930 2.434 1.876
O 1.9560 -4.7895 0.9685 0.825 0.549 -2.002
O -0.7641 3.6277 -0.9964 1.868 -2.977 1.127
O -5.4828 -1.5249 -0.2493 0.013 -1.307 -0.139
O 2.6346 -0.4499 2.0404 -0.544 0.785 -0.078
O 2.3455 -5.6117 -1.4309 0.787 2.866 1.868
O 3.6760 -3.0362 -2.3446 -1.391 -0.533 1.430
O -5.7596 0.8594 -0.0450 2.663 -1.411 -1.390
O -4.6208 -0.2395 2.0982 0.402 0.515 -1.038
O -1.3512 0.6102 -5.6648 1.885 0.098 2.168
O -0.5529 2.4040 -4.1100 -0.228 -2.826 -0.200
O -0.5253 1.1098 -0.5177 -0.314 -0.263 0.160
O -2.2099 -0.3625 1.8833 -0.022 -0.222 -0.679
O 1.7546 1.3216 -5.0187 -2.766 -3.389 1.151
O 3.8121 -2.7873 0.1539 -1.686 -1.403 -1.679
N -3.4153 -0.2371 -0.3316 2.344 1.228 1.701
N 1.3496 -3.2660 -0.9676 3.349 3.614 -1.739
N -0.1273 0.0127 -3.4685 3.975 -2.316 -0.129
C -5.0703 -0.0820 -2.5269 1.135 2.040 1.164
C 1.5444 2.2909 -1.7223 0.738 -0.492 0.788
C 2.7003 3.0261 -1.0224 -1.261 0.580 1.064
C 1.3709 -0.5145 4.8447 -1.456 -0.807 -0.822
C -3.1254 2.0750 1.3979 -0.025 0.545 -0.793
C 1.0728 2.8520 0.9506 0.520 -0.420 -1.095
C 2.5734 2.8486 0.5422 0.057 -0.263 -0.531
C 1.2977 -2.4356 3.1699 -0.095 1.044 -0.349
C 1.2970 -2.0794 4.6947 1.608 -0.504 -1.145
C 0.4533 0.0159 3.6960 1.146 -0.356 -0.995
H 0.8851 3.8811 1.2570 -0.958 -0.343 -0.054
H 2.5424 4.1009 -1.1108 0.175 0.078 -0.683
H 0.7378 2.0735 1.6360 0.224 0.341 0.117
H 0.4097 -2.9616 2.8192 0.180 -0.165 0.152
H 2.3733 -0.1446 4.6290 0.046 -0.159 0.409
H 1.7454 1.2211 -1.6657 -0.046 -0.184 -0.124
H 2.2071 -2.8670 2.7517 -0.082 -0.466 0.361
H 3.6772 2.7659 -1.4296 -0.167 -0.116 0.108
H 3.1466 2.0131 0.9442 -0.357 -0.285 -0.197
H 3.0078 3.7503 0.9737 0.067 -0.099 0.118
H -0.5575 -0.3920 3.7033 -0.010 0.179 0.056
H 0.5424 -2.6750 5.2085 -0.634 0.878 -0.031
H 1.0291 -0.2599 5.8480 0.065 0.410 -0.209
H 1.3762 2.5640 -2.7640 -0.383 0.247 0.299
H 2.2023 -2.5356 5.0952 0.242 0.303 0.108
H 0.4706 1.0694 3.4171 -0.066 0.058 0.612